{
  "formula": "C49H40BKN2O3P2S",
  "method": "ωB97M-V/def2-TZVPD",
  "homo_ev": -1.165,
  "charge": -2,
  "multiplicity": 1,
  "lumo_ev": 3.967,
  "energy_ha": -3932.2802,
  "de_lowest_kcal_mol": 25.6,
  "orbital_gap_ev": 5.132,
  "species": ["K", "O", "C", "C", "C", "C", "C", "C", "P", "C", "C", "C", "C", "C", "C", "C", "C", "C", "C", "C", "C", "C", "C", "C", "C", "C", "C", "P", "C", "C", "C", "C", "C", "C", "C", "C", "C", "C", "C", "C", "H", "H", "H", "H", "H", "H", "H", "H", "H", "H", "H", "H", "H", "H", "H", "H", "H", "H", "H", "H", "H", "H", "H", "H", "H", "H", "H", "H", "C", "C", "C", "C", "C", "C", "N", "H", "H", "H", "H", "H", "H", "H", "H", "S", "C", "N", "O", "B", "O", "C", "C", "C", "C", "C", "C", "H", "H", "H", "H"],
  "positions_angstrom": [[0.86344, 0.18305, 0.05169], [-2.37689, -2.94761, 0.58880], [-2.85546, -3.44302, -0.58780], [-3.10262, -4.78831, -0.82338], [-3.59876, -5.17966, -2.05990], [-3.84495, -4.24282, -3.05091], [-3.56012, -2.90562, -2.80775], [-3.05360, -2.48121, -1.58418], [-2.48820, -0.76726, -1.20838], [-4.03157, -0.02865, -0.53609], [-3.89436, 1.15390, 0.18681], [-5.00206, 1.78016, 0.73853], [-6.26374, 1.22855, 0.57557], [-6.41245, 0.05227, -0.14557], [-5.30318, -0.57134, -0.69834], [-2.47972, -0.06780, -2.91063], [-3.30430, 0.97116, -3.33044], [-3.15768, 1.51717, -4.59909], [-2.18694, 1.03176, -5.46073], [-1.35688, -0.00429, -5.05012], [-1.50273, -0.54545, -3.78586], [-2.15293, -3.73837, 1.69041], [-3.18487, -4.45184, 2.28254], [-2.92697, -5.19238, 3.42583], [-1.65153, -5.20414, 3.97502], [-0.64214, -4.45707, 3.38896], [-0.87190, -3.70756, 2.23678], [0.37414, -2.58501, 1.46778], [1.25806, -3.73131, 0.34644], [0.65507, -4.87757, -0.16221], [1.25628, -5.59879, -1.18395], [2.46918, -5.18444, -1.70797], [3.08383, -4.04865, -1.20100], [2.48103, -3.32485, -0.18859], [1.54101, -2.40331, 2.87167], [1.32705, -1.29318, 3.68562], [2.17104, -1.03146, 4.75242], [3.24052, -1.87233, 5.01538], [3.46157, -2.97940, 4.20944], [2.61669, -3.24450, 3.14367], [-2.89990, -5.52399, -0.05927], [-3.78318, -6.23090, -2.24456], [-4.23179, -4.54924, -4.01350], [-3.71046, -2.17480, -3.59191], [-2.90413, 1.56083, 0.35317], [-4.86820, 2.68350, 1.31906], [-7.12875, 1.70772, 1.01898], [-7.39453, -0.38755, -0.27150], [-5.43025, -1.49447, -1.25024], [-4.06400, 1.36206, -2.66568], [-3.80418, 2.32935, -4.90923], [-2.06682, 1.46632, -6.44546], [-0.57278, -0.37769, -5.69407], [-0.82592, -1.32442, -3.46232], [-4.17607, -4.41050, 1.85333], [-3.72891, -5.74684, 3.89546], [-1.44834, -5.77837, 4.86938], [0.34270, -4.43759, 3.83763], [-0.29890, -5.20555, 0.22920], [0.76213, -6.47530, -1.58416], [2.91945, -5.72038, -2.53243], [4.00953, -3.69332, -1.63293], [2.95285, -2.41646, 0.16485], [0.51233, -0.61447, 3.45090], [2.01162, -0.14609, 5.35236], [3.91958, -1.64937, 5.82846], [4.30803, -3.62857, 4.39656], [2.80726, -4.10131, 2.51076], [2.21029, 2.27710, 3.27306], [3.29793, 1.69810, 2.42459], [4.62947, 1.50920, 2.76021], [5.24124, 0.94937, 1.61028], [4.23323, 0.83881, 0.66476], [4.35286, 0.34124, -0.74328], [3.04514, 1.28739, 1.15377], [2.59926, 2.54857, 4.25768], [1.38193, 1.57782, 3.41395], [1.77502, 3.17269, 2.82077], [5.09370, 1.74393, 3.70964], [6.27834, 0.66534, 1.48388], [5.35611, -0.04907, -0.92384], [4.17230, 1.13405, -1.47507], [3.64653, -0.45847, -0.97960], [2.40493, -2.15135, -4.55700], [1.71821, -1.64366, -3.14186], [1.23304, -1.28238, -2.14610], [-1.72151, 2.30828, 2.57636], [-1.44111, 0.88298, 2.37875], [-2.22486, 0.23964, 3.43176], [-2.87248, 1.18636, 4.13371], [-3.72514, 1.04122, 5.20603], [-4.27676, 2.20210, 5.75466], [-3.97280, 3.45347, 5.23752], [-3.10691, 3.59372, 4.14979], [-2.56712, 2.44456, 3.61239], [-3.95514, 0.06132, 5.60111], [-4.95015, 2.12241, 6.59918], [-4.41180, 4.33688, 5.68470], [-2.85826, 4.56472, 3.74293]],
  "lowdin_charge": [0.469, -0.037, -0.262, -0.024, -0.091, -0.097, -0.082, -0.277, 1.157, -0.362, -0.101, -0.071, -0.101, -0.102, -0.086, -0.369, -0.090, -0.106, -0.108, -0.075, -0.110, -0.280, -0.020, -0.089, -0.092, -0.059, -0.255, 1.114, -0.366, -0.088, -0.093, -0.099, -0.092, -0.121, -0.369, -0.086, -0.073, -0.092, -0.094, -0.103, 0.107, 0.096, 0.093, 0.105, 0.075, 0.104, 0.092, 0.091, 0.096, 0.094, 0.091, 0.090, 0.097, 0.073, 0.122, 0.095, 0.094, 0.100, 0.086, 0.092, 0.095, 0.105, 0.102, 0.059, 0.103, 0.094, 0.093, 0.102, -0.071, -0.445, -0.135, -0.133, -0.450, -0.073, -0.022, 0.060, 0.033, 0.065, 0.061, 0.060, 0.062, 0.066, 0.024, 0.338, -1.026, -0.036, 0.025, -0.342, 0.040, -0.265, -0.016, -0.133, -0.134, -0.021, -0.274, 0.106, 0.081, 0.081, 0.107]
}

{
  "formula": "C5H6N",
  "method": "ωB97M-V/def2-TZVPD",
  "homo_ev": -14.274,
  "charge": 1,
  "multiplicity": 1,
  "lumo_ev": -4.089,
  "energy_ha": -248.3576,
  "de_lowest_kcal_mol": 161.9,
  "orbital_gap_ev": 10.185,
  "species": ["C", "C", "C", "C", "C", "N", "H", "H", "H", "H", "H", "H"],
  "positions_angstrom": [[-1.01004, -0.95464, -1.34862], [0.23234, -1.26038, -1.03269], [0.66890, 1.70413, 0.23177], [1.19152, 0.74806, 0.85166], [-0.68002, -1.08174, 0.06957], [-0.32388, 0.73272, 0.78600], [-1.76127, -0.71633, -2.00263], [1.28947, -1.34623, -1.22836], [0.48997, 2.73431, 0.13415], [1.91829, -0.00056, 0.93852], [-0.78208, -1.51353, 0.96323], [-0.87466, 1.08974, 1.55088]],
  "nbo_charge": [-0.036, -0.136, 0.007, 0.008, 0.025, -0.555, 0.260, 0.269, 0.270, 0.259, 0.233, 0.395]
}